No. 1
C22H62N4O10 | ωB97M-V/def2-TZVPD

Structure (XYZ):
```
98
Properties=species:S:1:pos:R:3:lowdin_charge:R:1
C 0.274 2.271 2.082 -0.077
O 0.871 3.496 2.485 -0.142
C 1.498 4.019 1.401 -0.283
C 2.175 5.243 1.917 -0.449
C 1.255 6.421 2.304 -0.037
N 3.149 5.757 1.003 0.049
H 0.874 1.601 1.524 0.059
H -0.549 2.546 1.409 0.101
H -0.096 1.771 2.912 0.045
H 2.221 3.309 0.930 0.129
H 0.728 4.371 0.702 0.135
H 2.699 4.913 2.900 0.164
H 0.314 6.121 2.548 0.038
H 1.129 7.109 1.446 0.092
H 1.758 7.011 3.053 0.076
H 3.891 5.138 0.949 0.047
H 3.525 6.509 1.500 0.055
C -4.205 0.576 2.691 -0.060
O -3.595 -0.702 2.661 -0.213
C -2.158 -0.653 2.713 -0.144
C -1.524 -0.779 4.107 -0.420
C -1.973 0.230 5.117 -0.051
N -0.091 -0.708 4.010 0.034
H -4.163 1.088 3.625 0.068
H -5.263 0.442 2.514 0.094
H -3.800 1.110 1.756 0.117
H -1.864 -1.571 2.188 0.128
H -1.753 0.154 2.155 0.087
H -1.651 -1.818 4.341 0.143
H -1.636 -0.017 6.084 0.067
H -3.059 0.067 5.307 0.095
H -1.763 1.234 4.901 0.069
H 0.372 -1.381 4.624 0.099
H 0.145 0.250 4.267 0.068
C 2.731 -0.590 2.429 -0.090
O 2.623 -1.281 1.176 -0.183
C 1.255 -1.437 0.859 -0.215
C 1.279 -2.706 0.045 -0.439
C 2.236 -2.665 -1.115 -0.053
N -0.078 -2.943 -0.432 0.080
H 3.667 -0.950 2.925 0.101
H 2.015 -0.917 3.171 0.042
H 2.684 0.484 2.315 0.071
H 0.601 -1.751 1.645 0.101
H 0.922 -0.551 0.256 0.128
H 1.600 -3.488 0.737 0.140
H 2.287 -3.553 -1.836 0.106
H 3.216 -2.738 -0.592 0.089
H 1.979 -1.718 -1.643 0.069
H 0.036 -3.495 -1.263 0.046
H -0.429 -2.080 -0.741 -0.001
C 0.529 2.214 -1.681 -0.048
O 1.181 0.966 -1.684 -0.273
C 2.645 1.035 -1.599 -0.106
C 3.287 1.263 -2.979 -0.412
C 2.700 0.342 -4.032 -0.050
N 4.770 1.084 -2.987 0.031
H 0.975 2.808 -0.894 0.063
H -0.589 2.124 -1.759 0.112
H 0.853 2.536 -2.677 0.099
H 3.047 1.770 -0.878 0.128
H 2.918 0.058 -1.232 0.104
H 3.065 2.229 -3.344 0.108
H 2.842 -0.617 -3.720 0.033
H 3.289 0.220 -4.925 0.089
H 1.598 0.380 -4.095 0.084
H 5.116 1.914 -2.497 0.066
H 5.212 1.186 -3.936 0.094
O 1.105 -2.967 -6.136 -0.091
C 0.708 -2.566 -4.869 -0.255
C -0.523 -3.326 -4.449 -0.385
O -0.545 -3.306 -3.206 -0.040
H 1.163 -3.972 -6.253 0.132
H 1.598 -2.791 -4.289 0.113
H 0.607 -1.456 -4.821 0.120
H -0.552 -4.313 -4.776 0.117
H -1.326 -2.791 -4.848 0.115
H -0.501 -2.329 -3.009 0.070
O -0.449 -0.741 -2.420 -0.127
C -1.769 -0.278 -2.205 -0.156
C -2.131 -0.168 -0.660 -0.331
O -3.373 0.118 -0.551 -0.007
H 0.183 -0.026 -2.182 0.021
H -1.955 0.632 -2.760 0.118
H -2.340 -1.059 -2.668 0.116
H -1.611 0.533 0.043 0.118
H -1.968 -1.181 -0.142 0.120
H -3.706 -0.596 -1.038 0.061
O -4.078 -3.105 -1.216 -0.070
C -3.780 -3.646 0.061 -0.206
C -4.781 -2.893 0.919 -0.467
O -4.568 -2.962 2.099 0.017
H -3.844 -3.749 -1.908 0.099
H -3.785 -4.681 0.272 0.112
H -2.756 -3.516 0.272 0.077
H -5.717 -3.263 0.636 0.107
H -4.929 -1.809 0.659 0.135
H -4.173 -2.053 2.304 0.070
```

Properties
net charge = 0
F_max = 13.25 eV Å⁻¹
energy above the lowest of the compared OMol25 structures with the same formula, charge and spin = 731.9 kJ/mol
orbital gap = 8.93 eV

No. 2
C17H11N2O7 | ωB97M-V/def2-TZVPD

Structure (XYZ):
```
37
Properties=species:S:1:pos:R:3:lowdin_charge:R:1
O 0.414 -2.524 -2.157 0.111
C 1.397 -1.846 -2.022 -0.418
O 2.397 -1.785 -2.934 0.090
C 3.520 -1.097 -2.381 -0.506
O 4.557 -1.070 -3.022 0.020
C 3.064 -0.584 -1.122 -0.070
C 1.678 -0.854 -0.839 -0.161
C 0.278 0.169 -0.764 -0.129
C 0.455 1.216 0.330 -0.149
C 1.506 2.130 0.112 -0.014
C 1.940 2.975 1.131 0.021
C 1.329 2.884 2.394 -0.179
N 1.837 3.654 3.478 -0.329
O 1.269 3.554 4.589 0.030
O 2.807 4.420 3.284 0.038
C 0.211 2.070 2.605 0.014
C -0.230 1.251 1.566 -0.009
C -1.095 -0.533 -0.671 -0.169
C -1.343 -1.387 0.420 -0.035
C -2.490 -2.189 0.472 0.029
C -3.411 -2.106 -0.587 -0.172
N -4.603 -2.870 -0.527 -0.328
O -5.451 -2.702 -1.435 0.032
O -4.797 -3.651 0.430 0.039
C -3.215 -1.205 -1.644 0.012
C -2.065 -0.433 -1.689 -0.006
H 3.726 0.002 -0.504 0.078
H 1.509 -1.203 0.176 0.119
H 0.402 0.586 -1.735 0.122
H 2.021 2.149 -0.847 0.119
H 2.790 3.635 0.993 0.117
H -0.235 2.050 3.582 0.110
H -1.072 0.612 1.776 0.094
H -0.609 -1.460 1.240 0.124
H -2.644 -2.892 1.282 0.116
H -3.958 -1.182 -2.438 0.118
H -1.890 0.217 -2.544 0.120
```

Properties
net charge = -1
F_max = 3.14 eV Å⁻¹
orbital gap = 5.17 eV

No. 3
C3H4BiO3 | ωB97M-V/def2-TZVPD

Structure (XYZ):
```
11
Properties=species:S:1:pos:R:3:lowdin_charge:R:1
H 1.355 0.112 -1.248 0.130
O -2.205 1.997 -0.193 -0.030
O 1.506 0.528 0.779 -0.574
C 1.191 -0.342 -0.245 -0.352
C -0.240 -0.874 -0.219 -0.222
O -1.242 0.074 -0.595 -0.092
C -1.507 1.101 0.283 -0.652
H 1.836 -1.249 -0.215 0.126
H -0.463 -1.265 0.790 0.116
H -0.339 -1.701 -0.936 0.131
Bi 0.106 1.619 1.800 1.418
```

Properties
net charge = 0
F_max = 3.67 eV Å⁻¹
energy above the lowest of the compared OMol25 structures with the same formula, charge and spin = 0.0 kJ/mol
2S+1 = 2
<S²> = 0.7547
orbital gap (alpha / beta) = 8.10 / 7.90 eV

No. 4
C16H12Cl2N4OS | ωB97M-V/def2-TZVPD

Structure (XYZ):
```
36
Properties=species:S:1:pos:R:3:lowdin_charge:R:1
C -6.115 -2.002 -0.028 -0.105
C -4.696 -1.583 -0.393 -0.184
C -4.490 -0.133 -0.172 -0.305
N -5.385 0.805 -0.109 0.066
N -4.774 1.990 0.091 0.020
C -3.495 1.774 0.114 -0.639
N -3.237 0.427 -0.043 -0.041
N -2.070 -0.221 0.099 0.170
C -0.983 0.443 -0.085 -0.248
C 0.259 -0.228 0.165 -0.207
C 0.514 -1.516 0.587 0.028
C 1.908 -1.643 0.647 -0.016
C 2.433 -0.427 0.260 -0.214
C 3.785 0.088 0.155 -0.155
C 3.973 1.476 0.173 -0.005
C 5.223 2.047 0.085 -0.091
C 6.336 1.224 -0.026 -0.672
Cl 7.911 1.911 -0.129 0.696
C 6.190 -0.153 -0.059 -0.129
C 4.926 -0.713 0.028 -0.578
Cl 4.822 -2.428 -0.072 0.757
O 1.425 0.429 -0.027 0.077
C -0.955 1.869 -0.558 -0.353
S -2.182 2.874 0.376 0.989
H -6.259 -3.059 -0.236 0.069
H -6.830 -1.422 -0.603 0.070
H -6.302 -1.821 1.026 0.076
H -4.501 -1.808 -1.447 0.118
H -3.956 -2.126 0.201 0.107
H -0.223 -2.255 0.820 0.117
H 2.449 -2.510 0.958 0.075
H 3.105 2.109 0.267 0.119
H 5.341 3.118 0.106 0.109
H 7.054 -0.791 -0.157 0.105
H -1.217 1.927 -1.618 0.100
H 0.017 2.326 -0.395 0.076
```

Properties
net charge = 0
F_max = 1.64 eV Å⁻¹
energy above the lowest of the compared OMol25 structures with the same formula, charge and spin = 0.0 kJ/mol
orbital gap = 7.65 eV

No. 5
C5H14N3O | ωB97M-V/def2-TZVPD

Structure (XYZ):
```
23
Properties=species:S:1:pos:R:3:lowdin_charge:R:1
C -1.210 1.048 1.525 -0.318
C 0.082 0.669 0.785 -0.204
C -1.614 -0.076 -0.846 0.108
C 1.141 -0.057 1.636 -0.036
C -2.858 -0.470 -1.582 0.022
N -0.471 -0.254 -0.332 -0.095
N 0.427 -1.182 -0.711 0.119
N 2.839 -0.011 -0.927 0.027
O -2.249 1.347 0.695 -0.073
H -1.538 0.199 2.194 0.136
H -1.096 1.871 2.292 0.163
H 0.488 1.627 0.223 0.192
H 1.896 -0.675 1.136 0.062
H 0.609 -0.634 2.337 0.077
H 1.897 0.637 1.964 0.095
H -2.757 -0.404 -2.677 0.105
H -3.552 0.207 -1.027 0.114
H -3.035 -1.559 -1.403 0.117
H 1.364 -0.763 -0.694 0.015
H 0.075 -1.872 -1.414 0.161
H 3.016 1.028 -0.839 0.098
H 2.935 -0.297 -1.908 0.074
H 3.611 -0.380 -0.427 0.043
```

Properties
net charge = +1
F_max = 4.38 eV Å⁻¹
energy above the lowest of the compared OMol25 structures with the same formula, charge and spin = 632.5 kJ/mol
orbital gap (alpha / beta) = 8.39 / 8.34 eV

No. 6
C16H10BaF7N3 | ωB97M-V/def2-TZVPD

Structure (XYZ):
```
37
Properties=species:S:1:pos:R:3:lowdin_charge:R:1
Ba -0.151 -0.092 0.024 1.821
F -2.676 -0.923 -5.228 0.056
C -2.731 -0.186 -4.097 -0.282
C -1.800 -0.386 -3.096 -0.113
C -1.826 0.356 -1.920 -0.312
C -2.825 1.344 -1.765 -0.181
C -3.746 1.513 -2.809 -0.211
F -4.740 2.438 -2.768 0.037
C -3.722 0.764 -3.971 0.053
C -2.856 2.149 -0.526 -0.218
C -3.815 3.147 -0.283 0.009
C -3.788 3.867 0.896 -0.051
C -2.801 3.593 1.830 -0.063
C -1.893 2.597 1.520 -0.166
N -1.912 1.900 0.394 -0.095
H -1.045 -1.148 -3.249 0.090
H -4.456 0.923 -4.745 0.128
H -4.584 3.371 -0.999 0.103
H -4.528 4.633 1.083 0.111
H -2.741 4.131 2.764 0.103
H -1.099 2.341 2.218 0.103
N 4.819 0.743 -1.031 0.063
C 4.581 1.969 -0.483 -0.092
C 3.263 1.967 -0.131 -0.160
N 2.704 0.769 -0.456 -0.067
C 3.661 0.056 -0.992 -0.199
H 5.702 0.418 -1.393 0.160
H 5.340 2.718 -0.392 0.111
H 2.686 2.745 0.329 0.100
H 3.551 -0.949 -1.352 0.128
F -0.951 -2.330 2.632 -0.056
C -0.077 -2.350 1.535 -0.542
F 1.162 -2.658 2.122 -0.059
C -0.454 -3.579 0.725 -0.642
F 0.407 -3.730 -0.315 0.091
F -0.489 -4.758 1.357 0.139
F -1.668 -3.416 0.151 0.105
```

Properties
net charge = 0
F_max = 1.20 eV Å⁻¹
energy above the lowest of the compared OMol25 structures with the same formula, charge and spin = 13.5 kJ/mol
orbital gap = 7.57 eV